Entry 1:
Density functional theory data (wB97M-V/def2-TZVPD) for C36H51ClHfN3OP2 as an isolated structure.

The net charge is +3. The HOMO energy comes out at -16.52 eV. The value obtained for the largest force on an atom is 6.90 eV/A. The calculation puts the HOMO-LUMO gap at 6.374 eV. The calculated total energy is -77058.885 eV.

Each line ends with the Löwdin charge.
Cartesian coordinates (Å):
C  0.056255  -1.865190  -2.136210  -0.31
C  -1.628063  -1.390797  -0.544632  -0.37
C  -0.615713  -3.011954  -2.542595  0.03
C  -2.385788  -2.471740  -0.982946  0.01
C  -1.869742  -3.274745  -1.995103  0.02
H  -0.160548  -3.654020  -3.297984  0.14
H  -3.358734  -2.636401  -0.517367  0.13
H  -2.462579  -4.128425  -2.337297  0.14
N  -0.564961  -1.003409  -1.311638  -0.07
P  1.753039  0.286859  -2.092047  1.09
P  -1.788095  0.115436  2.163304  1.09
C  1.475338  -1.505497  -2.515728  -0.21
H  2.185592  -2.122876  -1.934359  0.10
H  1.678860  -1.739212  -3.572096  0.10
C  0.158571  1.765879  1.946747  -0.24
O  0.538822  2.222991  2.959565  0.11
C  -2.020267  -0.385629  0.482068  -0.41
H  -3.044939  -0.035891  0.243589  0.09
C  -2.208547  -1.415151  3.258846  -0.61
C  -3.034666  1.544364  2.468390  -0.65
C  3.538798  0.434221  -1.495507  -0.69
C  1.478103  1.051825  -3.796929  -0.67
C  -1.010600  -1.487210  4.221552  -0.07
H  -0.881414  -0.545501  4.774061  0.10
H  -1.175922  -2.287257  4.956346  0.11
H  -0.075033  -1.699864  3.696026  0.05
C  -3.516879  -1.364388  4.059329  -0.07
H  -3.630763  -0.466021  4.675032  0.08
H  -4.393011  -1.486725  3.409349  0.09
H  -3.514150  -2.228109  4.743382  0.11
C  -2.312968  -2.636264  2.353107  -0.08
H  -2.366700  -3.544885  2.971724  0.13
H  -3.209950  -2.596258  1.722732  0.09
H  -1.446708  -2.731635  1.697727  0.02
C  -2.768758  2.031641  3.906300  -0.06
H  -1.734440  2.380443  4.019117  0.08
H  -3.440211  2.876960  4.115737  0.11
H  -2.949619  1.263369  4.667267  0.07
C  -2.771877  2.713012  1.512302  -0.10
H  -1.734413  3.065649  1.553002  0.05
H  -3.033552  2.475805  0.473576  0.07
H  -3.415323  3.551333  1.823405  0.12
C  -4.486969  1.102092  2.259650  -0.06
H  -4.814946  0.341187  2.972512  0.06
H  -5.129591  1.984079  2.406824  0.11
H  -4.659132  0.732411  1.240751  0.08
C  1.922314  2.520851  -3.748602  -0.07
H  1.638862  3.004863  -4.695398  0.11
H  1.430934  3.067924  -2.933543  0.06
H  3.009724  2.628957  -3.646803  0.08
C  -0.028130  0.983960  -4.092580  -0.08
H  -0.407727  -0.044636  -4.091214  0.08
H  -0.622600  1.572257  -3.382716  0.04
H  -0.206149  1.403310  -5.094298  0.11
C  2.201356  0.315551  -4.943368  -0.06
H  2.063989  0.909530  -5.859838  0.11
H  3.277020  0.203319  -4.778736  0.07
H  1.768860  -0.673297  -5.138552  0.08
C  3.794388  -0.624569  -0.404699  -0.09
H  3.750113  -1.646250  -0.805773  0.08
H  4.806181  -0.465678  0.004435  0.11
H  3.077286  -0.545600  0.419981  0.04
C  3.728307  1.839046  -0.888758  -0.08
H  3.119878  1.982142  0.016946  0.06
H  4.785477  1.954898  -0.603698  0.11
H  3.479330  2.643460  -1.592999  0.07
C  4.545076  0.204669  -2.634018  -0.07
H  4.402510  -0.775341  -3.112513  0.10
H  4.518934  1.000072  -3.391252  0.08
H  5.555001  0.210604  -2.192432  0.11
Hf  -0.138133  0.773817  -0.081753  1.42
N  0.966532  -0.558561  1.052564  0.04
C  0.463612  -1.620820  1.384597  -0.06
C  1.018221  -2.890363  1.821755  -0.22
C  2.145591  -2.797723  2.659744  -0.01
C  0.581722  -4.157655  1.376313  -0.01
C  2.822597  -3.953731  3.056319  -0.01
H  2.493065  -1.813140  2.980814  0.13
C  1.249897  -5.303122  1.809803  -0.02
H  -0.267591  -4.231196  0.697600  0.12
C  2.354367  -5.209536  2.660926  0.00
H  3.710866  -3.856898  3.677187  0.13
H  0.910643  -6.282293  1.476583  0.13
H  2.860353  -6.110338  3.010445  0.14
Cl  1.596335  6.234501  -0.793023  0.80
C  0.366034  5.101547  -1.152286  -0.64
C  -0.686790  5.440870  -2.000449  -0.01
C  -1.622652  4.447390  -2.290232  0.01
C  -1.478422  3.169722  -1.761242  -0.14
N  -0.445139  2.852014  -0.930507  -0.11
C  0.449657  3.828683  -0.577154  -0.15
H  -0.753515  6.442816  -2.401631  0.14
H  -2.472650  4.648425  -2.935864  0.14
H  -2.198675  2.373334  -1.988816  0.13
H  1.215334  3.577713  0.157856  0.10

Forces on the atoms, in the same order (eV/Å):
C -0.0293 -0.0762 -0.3964
C -0.9044 -0.2422 -1.2873
C 0.2982 0.1076 -0.0925
C 0.0260 0.0733 0.5877
C -0.4014 -0.2278 -0.2160
H -0.1878 0.0414 0.3273
H 0.3599 -0.2865 -0.1876
H 0.2924 0.2764 0.0294
N 0.1143 -1.1072 1.8203
P 0.7501 -0.1439 -0.6154
P -1.5377 0.1307 0.6140
C -0.1608 -0.0530 0.1378
H -0.4701 0.1846 -0.1205
H -0.0641 0.2174 0.4507
C 2.3561 2.0239 4.2558
O -1.4568 -1.5338 -3.4893
C -1.2455 1.6874 -2.0498
H 0.4159 -0.1332 -0.1126
C 0.4995 0.2177 0.4669
C 0.0186 -0.5694 -0.1444
C -0.0887 -0.0195 -0.2090
C 0.0900 0.2264 0.0496
C -0.0967 -0.1931 0.3487
H -0.0722 -0.2392 -0.0817
H 0.1144 0.1490 -0.1482
H -0.1901 0.0779 0.2786
C -0.1851 0.1309 0.0977
H -0.0298 -0.3705 -0.1502
H 0.2659 0.0654 0.2379
H 0.1057 0.2276 -0.1903
C 0.0807 -0.1350 -0.0489
H 0.0285 0.2402 -0.1244
H 0.1945 0.0090 0.2231
H -0.2892 -0.1625 0.0550
C 0.0704 -0.0821 0.0457
H -0.2411 0.0161 0.0477
H 0.1876 -0.2192 -0.0189
H 0.0424 0.2987 -0.2335
C 0.0633 -0.0058 -0.0533
H -0.2056 0.1337 0.0051
H 0.0117 -0.0175 0.1560
H 0.2433 -0.2066 -0.1263
C -0.1936 0.0890 0.2284
H 0.0736 0.3435 -0.2719
H 0.1162 -0.2538 -0.1083
H -0.0476 0.0885 0.1730
C 0.0356 0.1258 -0.2763
H 0.0624 -0.0973 0.2530
H 0.1208 -0.0610 -0.1426
H -0.3072 -0.0342 -0.0360
C -0.1246 0.0199 0.0063
H 0.0509 0.1428 -0.0763
H 0.1672 -0.1268 -0.1715
H 0.0196 -0.1359 0.2632
C 0.1189 0.0584 -0.0219
H 0.0290 -0.1646 0.2519
H -0.3496 0.0315 -0.1314
H 0.0967 0.2895 -0.0483
C 0.0516 0.0202 -0.0842
H 0.1389 0.2514 0.1569
H -0.3642 -0.0745 -0.1372
H 0.2413 -0.0026 -0.0700
C 0.0442 0.0269 -0.1056
H 0.1037 -0.0956 -0.0614
H -0.3414 0.0198 -0.0245
H 0.1368 -0.2140 0.1925
C 0.2745 0.0604 0.1308
H 0.0603 0.2979 0.0746
H 0.0132 -0.2879 0.2517
H -0.2759 -0.0175 -0.1788
Hf -1.4024 1.3173 -1.4451
N -2.5396 -4.6159 2.0532
C 6.2825 2.7225 -0.8540
C -0.7388 -1.4794 -0.1574
C 0.4274 0.1614 0.1821
C 0.0299 0.1199 0.2615
C -0.3886 0.3520 -0.1702
H -0.0641 -0.3474 -0.0263
C -0.1634 0.1944 -0.2139
H 0.1696 -0.0833 0.2020
C 0.0043 0.2751 -0.0457
H -0.2383 -0.0412 -0.0765
H 0.0425 0.2515 0.0506
H -0.1586 0.2387 -0.1483
Cl -0.0616 0.0110 0.0631
C 0.3691 -0.2678 0.4632
C -0.0522 -0.8337 0.2114
C -0.1061 -0.1584 -0.0054
C 0.4897 0.1392 0.2877
N 0.0014 0.8545 0.2935
C -0.9503 -0.1214 -0.8757
H -0.0589 -0.0101 -0.0651
H 0.1473 0.0297 0.0911
H 0.3128 0.3587 0.0789
H -0.0780 0.1222 -0.3294

---

Entry 2:
Density functional theory data (wB97M-V/def2-TZVPD) for a 9-piece molecular cluster, C36H51N3O18 overall.

The net charge is +1. The HOMO energy (spin up / spin down) comes out at -11.06 / -11.06 eV. The value obtained for the largest force on an atom is 7.06 eV/A. The multiplicity is 2. The calculation puts the HOMO-LUMO gap (spin up / spin down) at 7.702 / 3.602 eV. The calculated total energy is -79471.835 eV.

Each line ends with the Löwdin charge.
Cartesian coordinates (Å):
C  -0.325765  -2.536385  -4.444381  0.00
C  -1.613635  -3.112935  -5.111381  -0.33
C  -2.753685  -2.043475  -5.260851  -0.06
O  -3.176495  -2.266135  -6.596421  0.09
C  -2.304605  -2.976145  -7.230411  -0.50
O  -2.292795  -3.004835  -8.504251  0.08
O  -1.341405  -3.491705  -6.402041  0.08
H  -0.105285  -1.593135  -4.944171  0.09
H  0.550235  -2.963115  -4.932871  0.08
H  -0.387845  -2.587195  -3.357341  0.07
H  -1.964595  -4.052405  -4.684381  0.15
H  -2.437505  -1.004275  -5.170291  0.13
H  -3.460415  -2.356895  -4.492471  0.13
C  4.997455  4.279105  -2.982331  0.00
C  5.330925  3.538845  -1.603431  -0.26
C  4.580215  4.085595  -0.432471  -0.12
O  3.641755  3.081475  -0.164901  0.01
C  4.042285  1.885665  -0.768501  -0.47
O  3.608565  0.765915  -0.430491  0.09
O  5.064375  2.124125  -1.572741  0.09
H  3.935925  4.487125  -3.116371  0.08
H  5.301485  3.824805  -3.925351  0.08
H  5.438685  5.263895  -2.828671  0.08
H  6.419625  3.527035  -1.551481  0.16
H  4.049655  5.021205  -0.609221  0.14
H  5.124915  4.010475  0.508679  0.14
C  1.621595  -2.737265  1.133269  -0.02
C  2.610435  -1.676895  1.684889  -0.24
C  2.628055  -1.728405  3.250389  -0.08
O  3.543925  -2.831965  3.447779  0.03
C  4.483875  -2.870425  2.474349  -0.52
O  5.602135  -3.392725  2.559169  0.13
O  3.981455  -2.164765  1.448349  0.07
H  1.930755  -3.756035  1.366999  0.10
H  1.797565  -2.818935  0.060669  0.07
H  0.573095  -2.460345  1.243069  0.08
H  2.364455  -0.707055  1.252459  0.11
H  1.743355  -1.677235  3.885049  0.12
H  3.250855  -0.956605  3.702659  0.12
C  -5.256885  6.816135  3.263099  -0.01
C  -5.101935  6.054955  1.925069  -0.26
C  -4.118665  6.666425  0.917459  -0.12
O  -3.333535  5.607365  0.537789  0.11
C  -3.556035  4.535365  1.288159  -0.63
O  -2.947865  3.518775  1.293249  0.15
O  -4.362285  4.870845  2.229819  0.10
H  -5.708415  7.808145  3.274549  0.09
H  -4.358595  6.956475  3.864329  0.09
H  -5.866115  6.096225  3.809589  0.08
H  -5.974105  5.714365  1.367009  0.16
H  -3.587755  7.471695  1.425169  0.14
H  -4.695045  7.126555  0.114859  0.14
C  5.508415  -0.387365  -3.974851  -0.02
C  4.412585  -1.306985  -3.407291  -0.32
C  3.198825  -1.274065  -4.357411  -0.13
O  2.957785  -2.607025  -4.526871  0.06
C  4.127485  -3.250705  -4.250241  -0.58
O  4.372765  -4.388535  -4.441451  0.19
O  5.007945  -2.475215  -3.701281  0.11
H  6.515355  -0.625165  -3.631891  0.09
H  5.240775  0.641025  -3.732191  0.06
H  5.648335  -0.310285  -5.053081  0.09
H  4.238725  -1.171865  -2.339761  0.15
H  3.547095  -0.960965  -5.341671  0.14
H  2.475575  -0.644705  -3.838821  0.14
C  -4.696425  -3.393075  1.413589  0.02
C  -4.188735  -4.592205  0.526869  -0.30
C  -3.054485  -4.360435  -0.476621  -0.16
O  -2.219865  -5.426505  -0.377721  0.12
C  -2.404115  -6.011275  0.786899  -0.51
O  -1.795905  -6.966575  1.182889  0.17
O  -3.560155  -5.477935  1.383519  0.06
H  -3.964165  -2.597225  1.549629  0.04
H  -4.890865  -3.826695  2.394539  0.08
H  -5.654695  -2.965345  1.118859  0.08
H  -4.910765  -5.147615  -0.071711  0.15
H  -2.608255  -3.366185  -0.455431  0.10
H  -3.503955  -4.242915  -1.462661  0.13
N  -1.122775  1.081505  -0.013891  0.02
C  0.213875  0.871835  -0.303221  -0.13
C  0.282945  -0.381215  -0.871761  -0.11
C  -1.033765  -0.901425  -0.890421  -0.11
C  -1.881345  0.086865  -0.473881  -0.15
H  -1.540085  1.895295  0.414709  0.11
H  0.935565  1.668305  -0.197401  0.10
H  1.192805  -0.848655  -1.218251  0.09
H  -1.305385  -1.787325  -1.445221  0.07
H  -2.960005  0.136925  -0.493931  0.12
N  -2.800005  -0.825775  5.372219  0.01
C  -3.267355  0.451575  5.139009  -0.13
C  -3.464365  0.460885  3.809719  -0.12
C  -2.941035  -0.690785  3.225599  -0.11
C  -2.544095  -1.407185  4.246339  -0.21
H  -2.643435  -1.243035  6.278569  0.16
H  -3.517515  1.102175  5.963959  0.12
H  -3.964445  1.254295  3.274179  0.11
H  -2.900755  -0.836995  2.156309  0.09
H  -2.124005  -2.400005  4.311439  0.14
N  -0.089405  1.367195  4.422969  0.15
C  0.733605  1.640975  3.342399  0.04
C  1.948585  2.137565  3.776599  0.01
C  1.911275  2.243595  5.158859  0.00
C  0.677765  1.753175  5.551579  0.05
H  -0.983815  0.902265  4.486009  0.11
H  0.508085  1.382415  2.318339  0.12
H  2.840615  2.264705  3.181179  0.13
H  2.631845  2.696975  5.823409  0.13
H  0.220975  1.688425  6.528079  0.15

Forces on the atoms, in the same order (eV/Å):
C -0.5633 -0.5283 -1.9001
C 0.6669 1.1523 1.6662
C 0.9179 -1.5452 0.8425
O -1.8360 0.8767 1.4832
C 2.1560 -0.3539 -6.7133
O 0.1771 -0.7027 5.5313
O -0.4042 0.2982 -3.1952
H -0.8097 1.0269 0.9166
H 0.0276 -1.4193 0.9298
H 0.4821 0.3365 -0.2700
H -0.1628 0.3239 0.9653
H 0.0586 -0.1472 0.1736
H -0.7253 0.6445 -0.4475
C -0.5932 -0.3036 1.4805
C 1.3261 0.4265 -3.1050
C 0.2849 -0.2420 1.0771
O -1.8158 -2.7387 -0.8823
C -0.9697 -2.0982 2.4445
O 0.9344 3.7259 -1.4457
O -0.9621 -0.1563 -0.2220
H -0.2558 -0.2403 0.3292
H 0.5702 -0.2044 0.4562
H 0.2916 -0.0025 -0.3715
H -0.0658 0.5644 0.4618
H 0.3548 0.0201 0.0890
H 0.8006 1.2632 -0.2381
C 1.2784 0.2683 -1.1700
C -0.7165 -2.0875 1.7137
C 2.2953 0.6491 -0.7253
O -0.5134 -1.2134 1.4579
C 1.8408 -0.4434 0.5952
O -3.9231 1.6052 -0.4821
O -0.1138 1.0129 -1.4479
H -0.5063 0.0506 1.0606
H -0.1247 0.5564 -0.3328
H 0.1011 -0.2616 0.4157
H 0.8538 0.0211 -0.0806
H -0.3266 -1.2294 -0.5473
H -0.1528 1.0237 -0.4811
C -0.9050 -0.9979 -0.1608
C 1.5537 1.0229 0.0635
C -2.0027 1.9677 1.0130
O 1.5006 -0.6400 -2.5097
C 1.4348 1.0466 0.6416
O 0.7685 -1.4620 -0.9614
O -2.4807 -0.8683 2.5237
H -0.4229 -0.2662 -0.6089
H 0.4969 -0.4291 -0.6331
H -0.3043 0.5087 0.5621
H -0.5710 0.3828 0.6904
H 0.6592 -0.1886 -0.2032
H 0.4151 -0.2527 -0.4215
C -0.1709 2.4530 0.7688
C 1.8527 3.9395 -1.9181
C 1.6435 1.7817 1.0087
O -0.9297 -2.2765 0.3236
C -0.3836 -2.6044 -0.3805
O -0.7714 -1.1606 -0.7792
O 0.7984 -2.2160 0.8516
H -0.2589 0.0246 0.6172
H 0.4348 0.3221 0.3786
H -0.7155 -0.8909 -0.2394
H -0.2143 0.0247 -0.0040
H -0.4108 1.0555 0.1386
H -0.8282 -0.4289 -0.7310
C -0.2302 -1.0644 -0.5502
C 0.2991 1.4816 -0.3364
C -2.3222 3.4020 -1.7211
O 1.5021 -0.2332 -0.6805
C -1.1975 -2.3002 1.5036
O -0.5943 1.5840 -0.0255
O 2.1022 -1.9219 1.1458
H 0.0775 -0.2272 -0.2778
H 0.0960 -0.0140 0.0486
H 0.1566 0.0035 -0.4251
H -0.8549 0.2225 0.5953
H 0.8916 -0.0901 1.1052
H 0.0093 -0.9149 -0.4029
N 0.3182 1.8823 0.2068
C -0.6142 -0.2007 0.1471
C 0.4069 0.3479 0.5253
C 0.1502 -0.4182 -1.5961
C -0.4731 -1.3012 0.2986
H 0.1847 0.2984 -0.1896
H 0.0646 -0.1932 0.1594
H -0.1193 -0.0206 -0.0135
H -0.1287 -0.0731 0.3086
H 0.0922 -0.0106 0.2619
N 0.4110 1.8581 3.8860
C -0.5770 -0.7951 1.4962
C -0.7717 2.8783 -1.5957
C -0.8069 1.7064 -2.8552
C 1.8976 -5.3675 -0.1801
H 0.0406 0.1538 -0.1839
H -0.2181 -0.0048 -0.2638
H 0.2403 0.1656 -0.0508
H 0.1341 -0.3631 0.2306
H 0.0406 -0.0884 -0.3975
N 3.2178 1.2728 0.4726
C -2.2718 -1.6601 0.2305
C 1.9541 0.4783 1.5436
C 0.5206 0.5070 -0.8511
C -2.5951 -0.6870 -0.7961
H -0.5903 0.0134 -0.4404
H -0.4810 -0.0544 -0.0682
H -0.2889 0.3433 -0.2867
H 0.1095 -0.2967 -0.0924
H 0.1523 -0.0751 0.0519